A molecular structure, C5H7O3Yb at a distorted geometry, computed with the ωB97M-V functional and the def2-TZVPD basis.

- Orbital gap (spin up / spin down): 8.918 / 4.852 eV
- Expectation value of S²: 0.756
- ΔE to the lowest compared entry with this formula, charge and spin: 6.1 kcal/mol
- Maximum force: 3.2 eV Å⁻¹
- E_LUMO (spin up / spin down): -8.48 / -11.45 eV

Structure (ORCA input):
```
! wB97M-V def2-TZVPD RIJCOSX def2/J DEFGRID3
* xyz 2 2
O -1.13 1.50 -0.63
C 0.12 1.34 -0.26
O 0.46 1.21 0.95
Yb 2.83 1.01 0.32
O 0.99 1.28 -1.17
C -2.15 1.53 0.31
H -1.80 1.54 1.35
H -4.15 1.97 0.68
C -3.40 1.77 -0.08
H -3.66 1.87 -1.14
C -3.23 -1.86 0.85
C -4.37 -1.62 0.19
H -2.33 -2.20 0.34
H -4.43 -1.75 -0.89
H -3.18 -1.78 1.94
H -5.29 -1.37 0.72
*
```